{
  "formula": "C7H7NOS",
  "method": "ωB97M-V with the def2-TZVPD basis set",
  "elements": ["C", "N", "O", "C", "C", "C", "C", "C", "S", "C", "H", "H", "H", "H", "H", "H", "H"],
  "xyz": [[-2.6896, -0.2037, 0.0947], [-2.4872, -0.6467, -1.0661], [-1.3964, -1.4979, -1.0508], [-0.6052, -1.4414, 0.1267], [0.7142, -0.8537, -0.1955], [0.9334, 0.0349, -1.2857], [2.2847, 0.5194, -1.2905], [3.0370, -0.0849, -0.2967], [2.1298, -1.2169, 0.6188], [-1.5685, -0.2829, 1.0858], [-3.4106, 0.4880, 0.2100], [-0.7271, -2.3366, 0.6749], [0.1417, 0.5328, -1.8240], [2.6418, 1.4657, -1.7459], [4.0617, -0.1957, -0.3183], [-0.9772, 0.5570, 1.2417], [-1.8138, -0.8518, 1.9128]],
  "nbo_charge": [0.00, -0.05, -0.38, 0.07, -0.29, -0.24, -0.24, -0.44, 0.50, -0.45, 0.19, 0.20, 0.23, 0.23, 0.23, 0.23, 0.21],
  "e_homo_ev": -8.60,
  "lumo_ev": 0.734,
  "orbital_gap_ha": 0.343,
  "energy_ev": -21741.66307,
  "largest_force_ev_per_a": 5.5,
  "e_above_lowest_ev": 2.619,
  "mol_weight_g_mol": 153.2
}